55
Properties=species:S:1:pos:R:3 method="wB97M-V/def2-TZVPD" e_homo_ha=-0.29339 lumo_ev=0.17 multiplicity=1 de_lowest_kj_mol=0.0 homo_lumo_gap_ev=8.2
O -0.410 -0.258 -1.941
C 0.314 -0.826 -2.914
C -0.312 -2.124 -3.398
C -1.194 -2.857 -2.597
H -1.392 -2.519 -1.572
C -1.790 -4.013 -3.103
H -2.510 -4.549 -2.479
C -1.454 -4.478 -4.377
H -1.898 -5.397 -4.757
C -0.542 -3.762 -5.162
H -0.258 -4.121 -6.153
C 0.005 -2.574 -4.679
H 0.710 -1.981 -5.272
H 0.397 -0.143 -3.776
C 2.703 0.233 -2.497
C 1.844 -0.983 -2.389
H 3.703 -0.026 -2.879
H 2.834 0.695 -1.508
H 2.254 0.969 -3.180
C 2.305 -2.215 -2.103
C 3.695 -2.526 -1.663
H 1.651 -3.079 -2.192
H 4.181 -3.234 -2.351
H 3.670 -3.007 -0.678
H 4.332 -1.636 -1.581
Lu 0.174 -0.014 0.217
Cl -1.075 -1.997 1.114
Cl 2.437 -0.558 1.004
H -5.305 -0.677 -2.085
H -5.326 -0.690 0.522
C -4.239 -0.906 -1.962
C -4.233 -0.761 0.529
N -3.726 -0.278 -0.752
H -3.678 -0.516 -2.819
C -2.757 0.632 -0.834
O -1.988 0.943 0.111
H -3.808 -0.158 1.333
H -2.639 1.083 -1.835
H -4.115 -1.997 -1.912
H -3.945 -1.809 0.669
H 1.703 5.303 -0.130
H -0.295 5.726 -1.990
C 1.973 4.532 -0.866
C 0.069 4.800 -2.456
N 0.776 3.972 -1.486
H 2.538 3.737 -0.374
C 0.259 2.825 -1.067
O 0.789 2.118 -0.156
H -0.781 4.232 -2.846
H -0.666 2.499 -1.569
H 2.576 5.002 -1.649
H 0.741 5.068 -3.280
O -0.163 1.083 2.333
H 0.602 1.632 2.588
H -0.319 0.491 3.092

=====

59
Properties=species:S:1:pos:R:3 method="wB97M-V/def2-TZVPD" e_homo_ha=-0.28176 lumo_ev=-1.01 multiplicity=1 homo_lumo_gap_ev=6.7
N 5.864 1.431 0.644
C 4.914 0.286 0.675
Cl 5.868 -1.304 0.433
C 4.581 0.156 2.278
N 3.101 -0.187 2.244
C 2.594 0.941 3.128
C 1.104 0.714 3.664
O 0.687 -0.380 4.082
I -0.221 2.480 3.571
C 2.650 -0.095 0.820
N 1.396 -0.483 0.702
C 0.713 -0.411 -0.622
C -0.804 -0.976 -0.454
C -1.815 0.278 -0.325
C -2.867 0.192 -1.547
C -4.215 0.943 -1.076
C -5.466 0.164 -1.763
C -6.101 -0.817 -0.659
S -7.883 -0.320 -0.290
C -8.340 -1.393 1.133
N -9.288 -1.242 2.188
N -9.131 -2.385 2.928
C -8.096 -3.211 2.353
O -7.580 -2.608 1.164
N 3.629 0.439 -0.108
C 3.806 -0.178 -1.457
C 5.031 0.467 -2.316
C 4.923 2.058 -2.476
S 6.231 2.546 -3.752
H 6.618 1.209 1.306
H 5.404 2.326 0.850
H 5.202 -0.666 2.794
H 4.879 1.194 2.639
H 2.672 1.955 2.581
H 3.260 1.056 4.067
H 0.823 -0.842 1.492
H 0.755 0.612 -1.128
H 1.239 -1.201 -1.304
H -1.088 -1.559 -1.409
H -0.897 -1.727 0.405
H -2.308 0.275 0.706
H -1.208 1.250 -0.432
H -2.429 0.631 -2.505
H -3.130 -0.915 -1.720
H -4.146 2.040 -1.389
H -4.290 0.916 0.071
H -5.057 -0.459 -2.638
H -6.196 0.931 -2.191
H -5.529 -0.820 0.343
H -6.038 -1.897 -1.048
H -7.690 -4.210 2.702
H 2.866 0.107 -2.071
H 3.821 -1.327 -1.468
H 4.940 0.002 -3.365
H 6.056 0.198 -1.900
H 5.207 2.649 -1.537
H 3.931 2.420 -2.907
H 5.919 1.747 -4.861
F 1.126 -2.999 -1.247

=====

57
Properties=species:S:1:pos:R:3 method="wB97M-V/def2-TZVPD" e_homo_ha="-0.23493 / -0.22806" lumo_ev="-3.10 / -3.52" multiplicity=1 de_lowest_kj_mol=260.8 homo_lumo_gap_ev="3.3 / 2.7"
C 2.069 -1.665 -3.821
C 1.725 -0.773 -2.753
N 1.565 -1.283 -1.480
C 1.516 -2.590 -1.261
C 1.846 -3.500 -2.267
C 2.143 -3.026 -3.549
C 1.395 0.603 -2.984
P 0.775 1.678 -1.729
Tl -0.690 -0.173 -0.327
P -0.068 -2.218 1.112
C 1.092 -3.165 0.091
C -0.561 1.591 2.450
C -0.050 2.901 2.824
C -0.747 3.722 3.681
C -2.091 3.402 3.964
C -2.739 2.396 3.240
C -2.014 1.492 2.485
O -1.584 -0.153 -3.982
O -2.291 -2.033 -2.178
H 2.200 -1.266 -4.840
H 1.812 -4.562 -2.040
H 2.397 -3.722 -4.331
C 2.096 2.766 -1.130
C -0.533 2.832 -2.313
H 0.611 -4.131 -0.100
H 1.995 -3.325 0.697
H -0.615 0.010 -3.951
H 1.452 0.924 -4.030
C 0.394 -2.373 2.857
C -1.715 -3.014 1.056
H 0.919 3.202 2.411
H -0.319 4.639 4.129
H -2.640 3.976 4.715
H -3.820 2.320 3.238
H -2.491 0.696 1.896
H -3.635 0.609 -0.800
H -3.211 -2.303 -2.393
H -2.020 -1.445 -2.935
H -1.781 -0.315 -4.922
H -3.638 -0.092 -1.077
H 2.412 3.496 -1.884
H 1.714 3.304 -0.252
H 2.955 2.149 -0.839
H -0.159 3.580 -3.024
H -1.376 2.293 -2.770
H -0.906 3.370 -1.426
H -1.609 -4.024 1.478
H -2.414 -2.420 1.673
H -2.099 -3.041 0.023
H 0.376 -3.439 3.150
H 1.393 -1.932 3.002
H -0.317 -1.809 3.486
O 1.616 0.939 4.674
Cl 2.986 1.258 4.208
O 3.003 2.654 3.666
O 3.434 0.291 3.168
O 0.246 0.699 2.013

=====

50
Properties=species:S:1:pos:R:3 method="wB97M-V/def2-TZVPD" s_squared=6.01 e_homo_ha="-0.16299 / -0.16241" total_charge=-1 lumo_ev="2.72 / 2.72" multiplicity=5 homo_lumo_gap_ev="7.2 / 7.1"
C -1.361 3.212 1.087
C -2.281 3.506 0.044
C -1.535 3.712 -1.149
H -3.365 3.612 0.150
C -0.157 3.480 -0.872
C -0.038 3.194 0.518
H 0.895 3.028 1.057
H -1.628 3.006 2.122
H -1.942 4.073 -2.097
H 0.664 3.600 -1.583
Pm -1.242 1.028 -0.295
Cl -2.820 0.014 1.464
C -2.133 -0.695 -2.082
C -1.193 0.062 -2.871
C -1.789 1.316 -3.176
H -0.240 -0.282 -3.253
C -3.072 1.362 -2.560
C -3.277 0.135 -1.860
H -4.160 -0.138 -1.288
H -2.003 -1.705 -1.711
H -1.354 2.072 -3.823
H -3.794 2.169 -2.656
C 2.838 0.550 1.855
Si 1.145 -0.263 2.035
C 1.250 -1.880 3.029
C 0.177 0.870 3.205
C 0.410 -0.726 0.394
Si 1.183 -2.124 -0.590
C 0.269 -3.659 0.047
C 1.060 -2.270 -2.473
C 3.046 -2.248 -0.261
H 3.250 0.708 2.862
H 2.768 1.527 1.358
H 3.541 -0.067 1.286
H 1.676 -1.642 4.011
H 0.241 -2.290 3.174
H 1.866 -2.652 2.555
H 0.122 1.927 2.921
H -0.843 0.511 3.390
H 0.723 0.833 4.160
H -0.630 -1.081 0.656
H -0.792 -3.623 -0.233
H 0.719 -4.549 -0.409
H 0.326 -3.752 1.137
H 1.571 -1.460 -3.005
H 1.555 -3.205 -2.769
H 0.036 -2.330 -2.854
H 3.585 -1.393 -0.688
H 3.315 -2.316 0.799
H 3.420 -3.155 -0.755

=====

56
Properties=species:S:1:pos:R:3 method="wB97M-V/def2-TZVPD" e_homo_ha=-0.17170 total_charge=-1 lumo_ev=2.26 multiplicity=1 de_lowest_kj_mol=0.0 homo_lumo_gap_ev=6.9
C 4.185 1.490 1.275
C 4.480 0.621 0.323
C 3.847 -0.738 0.202
N 2.380 -0.668 -0.024
I 1.669 -2.580 0.295
C 1.951 -0.135 -1.347
C 0.450 -0.314 -1.572
C -0.418 0.223 -0.412
C -1.480 -0.766 0.106
C -2.813 -0.115 0.447
O -3.875 -1.003 0.084
C -5.093 -0.535 0.602
O 2.135 1.278 -1.194
C 2.410 1.996 -2.373
C 2.078 3.460 -2.115
O 2.490 3.898 -0.836
C 1.419 4.192 0.032
C 1.938 4.279 1.456
C 2.766 -0.720 -2.576
O 2.103 -1.385 -3.392
O 3.995 -0.424 -2.588
H 4.482 2.524 1.166
H 3.617 1.188 2.148
H 5.212 0.877 -0.432
H 3.986 -1.268 1.149
H 4.356 -1.325 -0.559
H 0.198 -1.332 -1.850
H 0.230 0.289 -2.453
H -0.935 1.124 -0.752
H 0.240 0.519 0.405
H -1.096 -1.236 1.012
H -1.646 -1.575 -0.607
H -2.954 0.836 -0.078
H -2.896 0.065 1.526
H -5.088 -0.545 1.700
H -5.293 0.494 0.281
H -5.903 -1.181 0.267
H 3.456 1.879 -2.656
H 1.776 1.663 -3.204
H 0.999 3.612 -2.231
H 2.571 4.083 -2.867
H 0.978 5.159 -0.251
H 0.657 3.410 -0.034
H 2.930 4.729 1.469
H 1.270 4.911 2.044
H 1.980 3.299 1.927
C -3.788 -4.346 0.678
C -4.636 -3.696 1.753
O -4.548 -4.643 2.824
C -3.414 -5.369 2.660
O -2.978 -6.123 3.467
O -2.860 -5.114 1.456
H -3.266 -3.628 0.053
H -4.363 -5.031 0.051
H -4.217 -2.744 2.080
H -5.673 -3.556 1.462

=====

57
Properties=species:S:1:pos:R:3 method="wB97M-V/def2-TZVPD" s_squared=2.27 e_homo_ha="-0.23810 / -0.23885" lumo_ev="-0.49 / -0.68" multiplicity=3 de_lowest_kj_mol=96.4 homo_lumo_gap_ev="6.0 / 5.8"
Ni 0.973 -0.226 -0.082
C 4.797 -2.553 -0.871
C 3.535 -1.972 -0.271
S 2.429 -1.267 -1.367
C 3.349 -2.002 1.065
C 4.445 -2.538 1.954
S 1.955 -1.351 1.838
H 4.848 -2.318 -1.932
H 4.823 -3.638 -0.753
H 5.686 -2.147 -0.382
H 5.305 -1.864 1.951
H 4.793 -3.514 1.608
H 4.091 -2.639 2.977
N -0.932 -2.462 1.931
C -1.396 -3.318 0.792
P -1.907 -1.991 -0.439
O -2.827 -1.149 0.396
O -0.597 -1.404 -0.867
C -2.725 -2.806 -1.776
N -1.649 -0.423 -3.544
H -1.608 -1.672 1.954
H 0.051 -2.092 1.693
H -0.862 -2.928 2.830
H -2.243 -3.927 1.099
H -0.569 -3.939 0.462
H -3.776 -2.644 -1.956
H -2.156 -3.364 -2.504
H -0.930 -0.565 -2.838
H -1.960 0.539 -3.524
H -1.244 -0.571 -4.461
C 3.374 3.775 -0.558
C 3.594 2.999 0.571
C 2.946 1.779 0.733
C 2.062 1.320 -0.235
C 1.857 2.096 -1.372
C 2.498 3.319 -1.532
H 3.883 4.723 -0.680
H 4.273 3.344 1.340
H 3.131 1.204 1.628
H 1.195 1.749 -2.159
H 2.322 3.905 -2.425
N -0.370 0.866 0.984
C -1.354 1.467 0.986
N -2.428 2.231 0.972
C -3.493 2.093 1.967
C -4.745 1.514 1.338
O -5.117 2.270 0.193
C -4.106 2.183 -0.795
C -2.826 2.843 -0.301
H -3.697 3.093 2.359
H -3.140 1.455 2.775
H -5.577 1.582 2.038
H -4.565 0.472 1.060
H -4.487 2.694 -1.682
H -3.914 1.130 -1.044
H -3.008 3.907 -0.135
H -2.008 2.731 -1.013

=====

58
Properties=species:S:1:pos:R:3 method="wB97M-V/def2-TZVPD" e_homo_ha=-0.31080 lumo_ev=0.48 multiplicity=1 de_lowest_kj_mol=55.2 homo_lumo_gap_ev=8.9
C 0.492 4.694 -1.886
O 1.273 3.542 -1.664
C 1.228 2.653 -2.754
C 2.143 1.493 -2.485
O 1.694 0.826 -1.325
C 2.439 -0.332 -1.001
C 1.584 -1.582 -0.987
O 2.027 -2.637 -0.572
N 0.317 -1.414 -1.418
C -0.679 -2.442 -1.284
C -2.076 -1.850 -1.295
O -2.374 -1.222 -2.534
C -2.394 -2.071 -3.658
C -3.098 -2.899 -0.844
C -3.153 -2.765 0.698
N -2.437 -1.527 0.995
C -1.662 -1.439 2.115
O -1.749 -2.258 3.011
C -0.752 -0.230 2.222
C -0.300 -0.006 3.652
C 0.435 1.312 3.820
N 1.721 1.350 3.143
C 2.027 1.768 1.879
O 1.058 2.183 1.067
N 3.287 1.670 1.623
N 3.883 1.134 2.774
C 2.933 0.961 3.623
O 3.030 0.479 4.868
C -2.243 -0.768 -0.225
H 0.571 5.319 -1.000
H 0.857 5.256 -2.753
H -0.561 4.435 -2.047
H 0.200 2.297 -2.915
H 1.561 3.159 -3.671
H 2.121 0.818 -3.352
H 3.170 1.850 -2.345
H 3.259 -0.493 -1.705
H 2.877 -0.214 -0.010
H 0.054 -0.500 -1.754
H -0.581 -3.190 -2.077
H -0.515 -2.979 -0.345
H -2.780 -1.482 -4.487
H -1.395 -2.430 -3.925
H -3.053 -2.932 -3.506
H -4.062 -2.659 -1.296
H -2.829 -3.910 -1.152
H -4.187 -2.699 1.037
H -2.668 -3.591 1.207
H 0.109 -0.381 1.560
H -1.273 0.657 1.850
H -1.171 0.000 4.309
H 0.329 -0.832 3.988
H -0.160 2.137 3.426
H 0.623 1.507 4.874
H 1.437 2.259 0.165
H 3.962 0.252 5.000
H -1.408 -0.079 -0.157
H -3.143 -0.198 -0.479

=====

49
Properties=species:S:1:pos:R:3 method="wB97M-V/def2-TZVPD" e_homo_ha=-0.33425 lumo_ev=0.72 multiplicity=1 de_lowest_kj_mol=124.3 homo_lumo_gap_ev=9.8
C -3.240 -1.261 -1.869
C -3.158 -0.531 -0.579
N -4.196 -0.487 0.213
O -3.852 0.230 1.306
C -2.575 0.637 1.190
C -2.041 1.437 2.324
C -2.065 0.189 -0.003
C -0.670 0.354 -0.555
O -0.623 0.003 -1.927
C -0.184 1.818 -0.377
C 1.046 2.146 -1.244
C 2.240 2.720 -0.472
C 2.991 1.727 0.420
C 3.772 0.677 -0.374
C 4.377 -0.431 0.496
C 3.360 -1.409 1.096
C 2.736 -2.364 0.067
C 1.338 -2.865 0.464
C 0.199 -2.054 -0.165
C 0.304 -0.576 0.189
H -2.319 -1.807 -2.056
H -3.399 -0.562 -2.691
H -4.083 -1.945 -1.833
H -2.743 1.372 3.152
H -1.932 2.483 2.042
H -1.073 1.060 2.644
H -1.170 0.626 -2.417
H 0.050 1.980 0.674
H -1.008 2.489 -0.636
H 1.353 1.250 -1.783
H 0.761 2.881 -2.000
H 2.946 3.131 -1.198
H 1.889 3.551 0.145
H 2.286 1.248 1.098
H 3.697 2.287 1.039
H 3.133 0.228 -1.135
H 4.584 1.182 -0.903
H 5.090 -0.998 -0.107
H 4.936 0.036 1.311
H 2.582 -0.847 1.609
H 3.868 -2.005 1.859
H 2.668 -1.879 -0.908
H 3.405 -3.218 -0.056
H 1.222 -3.903 0.146
H 1.241 -2.847 1.552
H -0.760 -2.456 0.171
H 0.245 -2.155 -1.251
H 0.156 -0.442 1.262
H 1.300 -0.247 -0.078